A molecular structure, C31H31AsN4O3ReS in a non-equilibrium geometry, computed with the ωB97M-V functional and the def2-TZVPD basis.

```
72
Properties=species:S:1:pos:R:3:mulliken_spin:R:1
Re 0.1454 -0.2391 0.5970 0.797
C 1.8092 3.3233 2.4306 0.003
C 1.4045 2.0077 2.2146 0.008
N 0.4326 1.6715 1.3623 -0.008
C -0.2200 2.6856 0.7209 0.021
C 0.0882 4.0507 0.9276 0.003
C 1.1689 4.3534 1.7806 -0.005
C -0.7291 5.0151 0.3032 0.032
C -1.8233 4.6169 -0.4278 -0.014
C -2.1316 3.2682 -0.6336 0.022
C -1.3132 2.2799 -0.0993 -0.019
N -1.4288 0.9131 -0.1456 0.057
C -2.6535 0.2656 -0.0948 -0.012
C -3.7807 0.4533 -0.8710 0.017
C -4.9746 -0.2017 -0.5400 -0.007
C -5.0651 -1.0352 0.5463 0.016
C -3.9222 -1.3071 1.3294 0.000
C -3.8967 -2.1827 2.4337 -0.003
C -2.7251 -2.3517 3.1314 0.007
C -1.5726 -1.6768 2.7180 -0.014
N -1.5581 -0.8710 1.6717 0.056
C -2.7105 -0.6696 0.9814 0.020
H 2.6112 3.5180 3.1227 0.000
H 1.8564 1.1953 2.7803 0.007
H 1.4637 5.3787 1.9375 0.000
H -0.5087 6.0608 0.4501 0.001
H -2.4662 5.3641 -0.8663 -0.001
H -3.0060 3.0082 -1.2040 0.003
H -3.7502 1.0797 -1.7473 0.000
H -5.8430 -0.0325 -1.1575 0.000
H -6.0062 -1.4885 0.8179 0.001
H -4.7942 -2.7126 2.7173 0.000
H -2.6709 -3.0254 3.9718 0.000
H -0.6368 -1.8155 3.2458 -0.006
C 4.9567 1.3840 -1.0965 0.000
C 4.8514 0.3196 -0.0075 -0.006
As 3.0002 -0.2537 0.4413 -0.037
C 3.0583 -1.4917 -2.2157 0.003
C 2.0065 -0.5059 -2.6890 -0.002
C 3.3822 -1.3101 2.0699 0.008
C 4.5480 -2.2900 1.9960 0.010
H 5.9642 1.7945 -1.1007 0.000
H 4.2614 2.2052 -0.9123 0.000
H 4.7658 0.9859 -2.0919 0.000
H 5.2349 0.7268 0.9365 0.000
H 5.4441 -0.5660 -0.2563 -0.001
H 2.9746 -2.4381 -2.7555 0.000
H 4.0710 -1.0975 -2.3387 -0.002
H 0.9978 -0.8970 -2.5406 0.005
H 2.1419 -0.3375 -3.7557 -0.001
H 2.0993 0.4562 -2.1738 0.000
H 2.4631 -1.8364 2.3558 0.004
H 3.5915 -0.5726 2.8559 0.002
H 4.4160 -3.0166 1.1941 -0.001
H 4.6113 -2.8415 2.9326 0.000
H 5.4932 -1.7667 1.8572 -0.001
O 2.9609 -1.8189 -0.7974 0.016
C 1.8435 -2.6221 -0.5113 0.031
N 0.6829 -2.0777 -0.1188 -0.050
S -0.5132 -3.2956 -0.4237 0.006
O -1.0016 -2.9766 -1.7252 0.002
O -1.4320 -3.3085 0.6685 0.000
C 0.6676 -4.6277 -0.4133 0.012
C 0.5296 -5.9739 -0.2060 -0.004
C 1.6832 -6.7589 -0.2158 0.018
C 2.9199 -6.2009 -0.5339 -0.008
C 3.0614 -4.8455 -0.7575 0.018
C 1.9255 -4.0259 -0.6198 -0.007
H -0.4373 -6.4149 -0.0206 0.000
H 1.6100 -7.8103 0.0151 0.001
H 3.7895 -6.8372 -0.5931 0.000
H 4.0248 -4.4246 -1.0038 0.001
```

Calculated values
E_tot ... -4356.2380 a.u.
Total charge ... +2
Lowest unoccupied orbital energy (alpha / beta) ... -0.26518 / -0.26327 Ha
Energy relative to the best compared isomer or geometry (same formula, charge and spin) ... 5.831 eV
HOMO energy (alpha / beta) ... -0.4357 / -0.4381 hartree
Multiplicity ... 2
Kohn-Sham gap (alpha / beta) ... 4.6399 / 4.7568 eV